Record 1
{
  "formula": "C20H63N3O12",
  "method": "ωB97M-V/def2-TZVPD",
  "homo_ev": -8.39,
  "smiles": "CC1(C)CCCC(C)(C)N1O.NC(N)=O.CO.CO.CO.CO.CO.CO.CO.CO.CO.CO",
  "fmax_ev_per_a": 3.06,
  "orbital_gap_ev": 8.9,
  "charge": 0,
  "elements": ["C", "O", "N", "N", "H", "H", "H", "H", "C", "O", "H", "H", "H", "H", "C", "O", "H", "H", "H", "H", "C", "O", "H", "H", "H", "H", "C", "O", "H", "H", "H", "H", "C", "O", "H", "H", "H", "H", "C", "O", "H", "H", "H", "H", "C", "O", "H", "H", "H", "H", "C", "O", "H", "H", "H", "H", "C", "O", "H", "H", "H", "H", "C", "O", "H", "H", "H", "H", "C", "C", "C", "C", "C", "C", "N", "O", "C", "C", "C", "H", "H", "H", "H", "H", "H", "H", "H", "H", "H", "H", "H", "H", "H", "H", "H", "H", "H", "H"],
  "coordinates": [[9.27, 12.00, 19.48], [9.94, 12.97, 19.62], [9.33, 11.16, 18.34], [8.13, 11.71, 20.30], [10.23, 11.19, 17.83], [9.03, 10.19, 18.43], [7.32, 11.33, 19.83], [7.93, 12.51, 20.87], [13.13, 7.15, 15.25], [13.29, 6.92, 13.83], [14.05, 7.32, 15.83], [12.51, 8.02, 15.41], [12.63, 6.27, 15.66], [13.83, 6.15, 13.69], [11.17, 7.48, 18.51], [10.60, 6.76, 17.44], [10.55, 7.37, 19.41], [12.08, 6.96, 18.77], [11.41, 8.52, 18.28], [9.65, 6.69, 17.58], [6.21, 6.25, 12.05], [7.41, 6.51, 11.36], [5.44, 6.59, 11.35], [6.14, 5.18, 12.24], [6.24, 6.82, 12.96], [8.19, 6.39, 11.92], [7.29, 5.29, 18.57], [7.97, 6.40, 17.95], [6.25, 5.21, 18.18], [7.73, 4.32, 18.33], [7.28, 5.55, 19.63], [7.41, 7.21, 17.88], [5.62, 9.47, 18.07], [6.77, 8.79, 17.60], [5.31, 8.97, 18.97], [5.84, 10.53, 18.30], [4.83, 9.48, 17.32], [7.12, 9.05, 16.74], [11.55, 13.08, 16.22], [11.83, 11.67, 16.43], [10.47, 13.24, 16.15], [12.00, 13.69, 17.00], [12.04, 13.37, 15.26], [12.71, 11.53, 16.79], [7.41, 13.57, 16.15], [7.15, 12.41, 16.87], [7.50, 14.36, 16.91], [8.40, 13.45, 15.69], [6.74, 13.81, 15.30], [8.02, 12.03, 17.02], [9.50, 9.51, 15.19], [8.31, 8.76, 15.43], [9.39, 10.52, 15.59], [10.34, 8.98, 15.65], [9.76, 9.54, 14.12], [8.26, 7.83, 15.19], [9.73, 5.49, 14.56], [8.49, 5.96, 15.06], [10.28, 4.86, 15.29], [9.56, 4.87, 13.68], [10.42, 6.28, 14.23], [8.46, 5.90, 16.01], [8.76, 11.82, 12.29], [7.82, 12.82, 12.80], [9.04, 12.01, 11.25], [9.63, 11.90, 12.94], [8.37, 10.81, 12.38], [6.97, 12.41, 12.96], [14.92, 7.27, 10.09], [13.64, 7.84, 9.44], [13.14, 7.01, 8.32], [11.74, 7.32, 7.92], [10.78, 7.31, 9.03], [11.18, 8.22, 10.09], [12.57, 7.84, 10.44], [12.90, 8.80, 11.42], [11.00, 9.67, 9.61], [10.37, 8.11, 11.31], [14.01, 9.21, 8.92], [15.46, 7.98, 10.69], [15.63, 7.02, 9.28], [14.65, 6.41, 10.72], [13.75, 7.16, 7.40], [13.20, 5.97, 8.63], [11.40, 6.59, 7.17], [11.73, 8.32, 7.42], [10.61, 6.30, 9.40], [9.77, 7.63, 8.69], [11.35, 9.86, 8.60], [9.95, 9.87, 9.71], [11.59, 10.37, 10.21], [10.40, 7.10, 11.72], [10.57, 8.91, 12.01], [9.32, 8.16, 10.95], [14.86, 9.09, 8.23], [14.41, 9.79, 9.79], [13.20, 9.72, 8.41], [13.12, 8.26, 12.20]]
}

Record 2
{
  "formula": "C20H63N5O9",
  "method": "ωB97M-V/def2-TZVPD",
  "homo_ev": -8.65,
  "smiles": "COC[C@H](C)N.COC[C@H](C)N.COC[C@H](C)N.COC[C@H](C)N.COC[C@H](C)N.O.O.O.O",
  "fmax_ev_per_a": 2.59,
  "orbital_gap_ev": 9.0,
  "charge": 0,
  "elements": ["O", "H", "H", "O", "H", "H", "O", "H", "H", "O", "H", "H", "C", "C", "C", "O", "C", "N", "H", "H", "H", "H", "H", "H", "H", "H", "H", "H", "H", "C", "C", "C", "O", "C", "N", "H", "H", "H", "H", "H", "H", "H", "H", "H", "H", "H", "C", "C", "C", "O", "C", "N", "H", "H", "H", "H", "H", "H", "H", "H", "H", "H", "H", "C", "C", "C", "O", "C", "N", "H", "H", "H", "H", "H", "H", "H", "H", "H", "H", "H", "C", "C", "C", "O", "C", "N", "H", "H", "H", "H", "H", "H", "H", "H", "H", "H", "H"],
  "coordinates": [[1.90, 3.14, 1.05], [2.53, 2.48, 0.73], [1.12, 3.00, 0.51], [-0.09, -0.30, 2.64], [-0.23, 0.61, 2.91], [-0.09, -0.80, 3.46], [-0.48, 3.38, -0.05], [-0.76, 4.20, 0.35], [-0.67, 3.48, -0.98], [0.19, 0.49, 0.12], [0.11, 0.05, 0.97], [-0.22, 1.34, 0.26], [-4.06, 4.61, -4.41], [-4.65, 3.67, -3.24], [-3.77, 3.72, -1.88], [-2.39, 3.43, -2.11], [-2.10, 2.01, -2.34], [-6.00, 4.17, -2.98], [-4.66, 4.63, -5.32], [-3.16, 4.12, -4.77], [-3.97, 5.65, -4.08], [-4.63, 2.61, -3.50], [-4.17, 3.27, -0.97], [-3.67, 4.77, -1.60], [-1.02, 1.84, -2.30], [-2.42, 1.61, -3.30], [-2.56, 1.41, -1.56], [-5.92, 5.13, -2.68], [-6.65, 4.16, -3.75], [-2.80, 3.76, 4.12], [-2.46, 2.39, 3.54], [-3.29, 1.78, 2.37], [-4.68, 1.72, 2.70], [-5.48, 0.89, 1.90], [-1.06, 2.37, 3.15], [-2.28, 3.86, 5.06], [-3.87, 3.83, 4.31], [-2.62, 4.59, 3.43], [-2.59, 1.70, 4.38], [-3.06, 0.74, 2.14], [-3.12, 2.40, 1.49], [-5.27, 0.92, 0.83], [-6.55, 1.12, 1.95], [-5.38, -0.12, 2.30], [-0.58, 2.75, 3.96], [-0.74, 3.03, 2.46], [1.81, -7.13, 0.67], [2.28, -6.11, -0.39], [2.19, -4.69, 0.12], [0.82, -4.39, 0.47], [0.77, -3.18, 1.22], [3.64, -6.44, -0.78], [2.43, -7.20, 1.56], [1.58, -8.09, 0.20], [0.90, -6.85, 1.19], [1.68, -6.30, -1.27], [2.51, -3.98, -0.64], [2.82, -4.58, 1.01], [1.09, -2.29, 0.68], [1.32, -3.23, 2.16], [-0.23, -3.04, 1.63], [3.96, -5.94, -1.60], [3.85, -7.38, -1.07], [-0.70, -1.40, -3.16], [0.79, -1.57, -2.83], [1.62, -2.22, -3.97], [2.87, -2.80, -3.52], [3.77, -3.26, -4.56], [1.20, -0.23, -2.48], [-1.20, -0.90, -2.33], [-1.07, -2.36, -3.54], [-0.88, -0.63, -3.91], [0.77, -2.22, -1.95], [1.78, -1.51, -4.78], [1.03, -3.05, -4.36], [4.05, -2.43, -5.22], [3.23, -4.02, -5.13], [4.61, -3.75, -4.06], [0.80, 0.14, -1.63], [2.20, -0.13, -2.33], [5.12, -0.30, 1.43], [3.57, -0.09, 1.54], [3.13, 0.59, 2.84], [3.51, -0.17, 3.99], [2.85, 0.40, 5.16], [3.12, 0.60, 0.35], [5.61, 0.64, 1.14], [5.48, -1.12, 0.81], [5.43, -0.64, 2.42], [3.05, -1.05, 1.66], [2.04, 0.67, 2.87], [3.51, 1.61, 2.80], [2.94, 1.48, 5.30], [3.27, -0.12, 6.03], [1.76, 0.38, 5.15], [2.12, 0.55, 0.27], [3.54, 0.08, -0.40]]
}

Record 3
{
  "formula": "C20H64N4O10",
  "method": "ωB97M-V/def2-TZVPD",
  "homo_ev": [-11.06, -11.06],
  "fmax_ev_per_a": 3.67,
  "orbital_gap_ev": [7.9, 2.1],
  "charge": 1,
  "spin_multiplicity": 2,
  "elements": ["O", "H", "H", "O", "H", "H", "O", "H", "H", "O", "H", "H", "C", "C", "C", "O", "C", "N", "H", "H", "H", "H", "H", "H", "H", "H", "H", "H", "H", "C", "C", "C", "O", "C", "N", "H", "H", "H", "H", "H", "H", "H", "H", "H", "H", "H", "C", "C", "C", "O", "C", "N", "H", "H", "H", "H", "H", "H", "H", "H", "H", "H", "H", "C", "C", "C", "O", "C", "N", "H", "H", "H", "H", "H", "H", "H", "H", "H", "H", "H", "C", "C", "O", "H", "H", "H", "H", "H", "H", "C", "C", "O", "H", "H", "H", "H", "H", "H"],
  "coordinates": [[-3.72, -1.28, 0.03], [-2.83, -1.16, -0.32], [-3.77, -2.21, 0.26], [0.51, -2.58, -0.38], [0.05, -2.79, 0.43], [0.99, -3.38, -0.59], [-1.07, -0.42, -0.30], [-0.51, -1.20, -0.32], [-1.23, -0.21, -1.22], [-1.40, 0.22, 2.46], [-2.31, 0.40, 2.71], [-1.45, 0.05, 1.51], [-1.67, -2.43, -3.08], [-1.92, -1.09, -3.81], [-3.45, -0.79, -3.94], [-3.96, -1.46, -5.10], [-5.37, -1.38, -5.29], [-1.20, -0.06, -3.08], [-1.90, -2.45, -2.02], [-0.65, -2.80, -3.18], [-2.31, -3.22, -3.48], [-1.37, -1.12, -4.75], [-3.60, 0.28, -4.09], [-4.00, -1.04, -3.03], [-5.79, -1.89, -4.42], [-5.65, -1.88, -6.21], [-5.82, -0.39, -5.30], [-0.27, -0.36, -2.83], [-0.98, 0.75, -3.65], [5.41, 2.36, -0.02], [5.43, 1.86, 1.43], [4.78, 0.46, 1.59], [3.39, 0.59, 1.43], [2.69, -0.60, 1.62], [6.82, 1.89, 1.93], [4.43, 2.35, -0.48], [6.02, 1.81, -0.74], [5.71, 3.40, -0.17], [4.85, 2.53, 2.06], [5.08, 0.02, 2.54], [5.23, -0.16, 0.81], [1.62, -0.38, 1.58], [2.88, -1.06, 2.59], [2.96, -1.27, 0.80], [7.44, 1.41, 1.30], [6.90, 1.53, 2.87], [0.56, 3.90, -1.02], [1.12, 3.19, 0.23], [1.96, 4.10, 1.21], [2.98, 4.74, 0.44], [3.64, 5.76, 1.18], [0.06, 2.59, 1.02], [1.29, 4.00, -1.83], [0.05, 4.84, -0.81], [-0.23, 3.24, -1.37], [1.76, 2.39, -0.15], [2.41, 3.56, 2.05], [1.31, 4.85, 1.65], [3.92, 5.40, 2.17], [3.01, 6.64, 1.27], [4.56, 6.06, 0.67], [-0.44, 1.86, 0.52], [0.45, 2.07, 1.79], [0.64, -3.93, 2.93], [-0.82, -4.11, 2.64], [-1.77, -4.43, 3.89], [-3.12, -4.62, 3.55], [-3.89, -5.13, 4.57], [-1.22, -3.05, 1.77], [0.59, -3.13, 3.68], [1.25, -3.59, 2.10], [1.03, -4.83, 3.39], [-0.88, -4.95, 1.95], [-1.73, -3.62, 4.61], [-1.32, -5.29, 4.39], [-3.79, -4.42, 5.39], [-3.46, -6.05, 4.95], [-4.95, -5.19, 4.32], [-1.03, -2.22, 2.32], [-2.22, -3.07, 1.63], [2.57, 0.79, -3.17], [2.08, -0.12, -2.01], [1.56, -1.29, -2.57], [3.32, 0.32, -3.80], [3.02, 1.72, -2.83], [1.69, 1.03, -3.76], [1.29, 0.26, -1.36], [3.01, -0.33, -1.49], [1.36, -1.91, -1.85], [-4.70, 1.77, -0.85], [-3.55, 2.52, -0.11], [-4.06, 3.19, 1.01], [-5.25, 1.12, -0.17], [-4.36, 1.21, -1.73], [-5.46, 2.44, -1.25], [-3.21, 3.31, -0.77], [-2.66, 1.91, 0.06], [-3.32, 3.64, 1.41]]
}

Record 4
{
  "formula": "C20H68N19O13Tl",
  "method": "ωB97M-V/def2-TZVPD",
  "homo_ev": -13.16,
  "fmax_ev_per_a": 9.62,
  "orbital_gap_ev": 1.8,
  "charge": 2,
  "elements": ["Tl", "O", "H", "C", "O", "N", "N", "H", "H", "H", "H", "C", "O", "N", "N", "H", "H", "H", "H", "C", "O", "N", "N", "H", "H", "H", "H", "C", "O", "N", "N", "H", "H", "H", "H", "C", "O", "N", "N", "H", "H", "H", "H", "C", "O", "N", "N", "H", "H", "H", "H", "C", "O", "N", "N", "H", "H", "H", "H", "C", "O", "N", "N", "H", "H", "H", "H", "C", "C", "C", "O", "C", "N", "H", "H", "H", "H", "H", "H", "H", "H", "H", "H", "H", "C", "C", "C", "O", "C", "N", "H", "H", "H", "H", "H", "H", "H", "H", "H", "H", "H", "C", "C", "C", "O", "C", "N", "H", "H", "H", "H", "H", "H", "H", "H", "H", "H", "H", "O", "H", "H"],
  "coordinates": [[7.33, 14.53, 13.42], [9.77, 13.35, 14.58], [9.86, 13.28, 15.55], [6.74, 13.27, 9.68], [6.77, 13.95, 10.68], [6.41, 13.78, 8.59], [6.98, 11.98, 9.66], [6.40, 14.78, 8.44], [6.58, 13.21, 7.77], [7.70, 11.64, 10.27], [6.71, 11.43, 8.85], [8.40, 11.59, 21.68], [7.66, 10.77, 21.21], [8.87, 11.53, 22.89], [8.76, 12.71, 21.13], [8.67, 10.64, 23.30], [9.52, 12.19, 23.29], [9.32, 13.38, 21.64], [8.39, 12.91, 20.21], [10.35, 14.90, 18.11], [9.83, 15.48, 19.01], [10.44, 13.61, 17.95], [10.87, 15.49, 17.14], [9.98, 13.08, 18.67], [11.19, 13.25, 17.37], [11.38, 14.93, 16.47], [10.88, 16.50, 17.16], [14.84, 16.39, 17.98], [15.49, 17.37, 18.14], [15.20, 15.24, 18.28], [13.75, 16.39, 17.28], [14.62, 14.43, 18.15], [16.18, 15.01, 18.36], [13.30, 15.53, 16.98], [13.39, 17.26, 16.92], [10.77, 16.51, 13.66], [9.64, 16.47, 13.19], [11.32, 15.48, 14.26], [11.66, 17.49, 13.55], [10.78, 14.63, 14.28], [12.33, 15.52, 14.27], [11.23, 18.32, 13.16], [12.62, 17.42, 13.84], [13.29, 12.25, 16.08], [13.25, 13.29, 16.73], [12.38, 12.05, 15.21], [14.13, 11.26, 16.14], [11.53, 12.58, 15.09], [12.51, 11.24, 14.63], [14.11, 10.51, 15.47], [14.86, 11.28, 16.84], [8.27, 10.80, 12.95], [7.60, 11.77, 12.75], [9.38, 10.79, 13.52], [8.02, 9.60, 12.43], [9.93, 9.95, 13.61], [9.72, 11.64, 13.94], [7.07, 9.45, 12.11], [8.62, 8.82, 12.64], [10.61, 13.10, 11.21], [9.52, 13.68, 11.40], [11.51, 12.72, 12.08], [11.08, 12.70, 10.09], [12.47, 12.48, 11.89], [11.31, 12.84, 13.06], [10.40, 12.85, 9.36], [11.98, 12.28, 9.89], [15.27, 7.02, 16.30], [13.96, 7.55, 15.71], [13.06, 8.03, 16.86], [11.71, 8.43, 16.44], [10.89, 9.12, 17.38], [14.38, 8.56, 14.76], [16.08, 7.75, 16.30], [15.61, 6.11, 15.81], [15.24, 6.68, 17.34], [13.48, 6.78, 15.11], [13.55, 8.87, 17.34], [13.02, 7.26, 17.64], [11.38, 9.95, 17.87], [10.64, 8.42, 18.18], [10.09, 9.65, 16.87], [13.67, 8.69, 14.05], [15.19, 8.10, 14.36], [6.76, 9.98, 16.10], [6.43, 11.36, 16.75], [6.98, 11.46, 18.24], [7.35, 12.80, 18.63], [6.28, 13.70, 18.70], [7.16, 12.33, 15.94], [6.36, 9.24, 16.80], [7.82, 9.77, 15.99], [6.32, 9.77, 15.12], [5.39, 11.68, 16.74], [7.91, 10.89, 18.29], [6.36, 11.02, 19.01], [5.62, 13.51, 19.54], [5.66, 13.88, 17.81], [6.62, 14.74, 18.76], [8.13, 12.06, 15.80], [7.13, 13.14, 16.54], [14.21, 12.92, 21.71], [13.30, 12.66, 20.47], [12.25, 11.44, 20.67], [12.76, 10.18, 20.19], [12.03, 9.05, 20.68], [12.50, 13.86, 20.41], [14.55, 13.96, 21.73], [15.07, 12.25, 21.73], [13.51, 12.73, 22.53], [13.78, 12.59, 19.49], [11.38, 11.64, 20.04], [11.99, 11.48, 21.73], [11.06, 9.35, 20.29], [12.11, 9.02, 21.77], [12.50, 8.24, 20.14], [12.07, 13.83, 19.50], [13.19, 14.60, 20.35], [7.72, 15.53, 16.16], [8.60, 15.50, 16.52], [7.28, 16.23, 16.65]]
}